[1]
DFT (ωB97M-V/def2-TZVPD) results for a structure of composition C43H62BN5O5PPtS.

Values from the calculation:
Gap between HOMO and LUMO (spin up / spin down): 0.2583 / 0.2630 Eh
Energy above the lowest of the compared OMol25 structures with the same formula, charge and spin: 5.5 kJ/mol
Spin multiplicity: 3
Charge: -1

Structure (XYZ):
```
119
Properties=species:S:1:pos:R:3:forces:R:3:mulliken_spin:R:1
Pt 0.377528 0.334765 0.113329 -0.546 0.275 -0.042 1.34
B -0.304433 2.074840 3.129165 0.226 0.001 0.070 0.01
N 0.553054 2.818835 2.083465 -0.260 -0.029 -0.044 -0.06
C 1.197957 3.976417 2.222081 0.038 0.106 0.064 0.00
C 1.759546 4.326013 1.008653 -0.002 0.017 0.018 0.00
C 1.400329 3.285726 0.161756 -0.106 -0.052 -0.088 -0.01
N 0.656110 2.391681 0.812767 0.219 -0.057 0.078 0.12
N 0.232449 0.633606 3.252112 -0.243 0.085 -0.131 -0.02
C 0.589486 0.000074 4.367574 0.000 0.012 0.176 0.00
C 0.820486 -1.329147 4.078871 0.023 0.052 0.076 0.01
C 0.582702 -1.417342 2.717828 -0.145 -0.070 -0.183 -0.01
N 0.201844 -0.237520 2.224355 0.536 0.034 0.091 0.09
H -1.449600 2.044617 2.774698 -0.289 0.028 -0.117 0.00
H -0.163160 2.625255 4.192301 0.005 0.040 0.066 0.00
H 1.215905 4.462943 3.179599 0.008 0.062 0.086 0.00
H 2.374342 5.175882 0.782723 0.038 0.078 -0.021 0.00
H 1.665263 3.112241 -0.861049 0.063 -0.037 -0.207 0.01
H 0.651943 0.545266 5.290722 0.009 0.048 0.104 0.00
H 1.166532 -2.098685 4.739104 0.049 -0.108 0.070 0.00
H 0.666460 -2.267618 2.071846 0.059 -0.094 -0.011 0.01
C 0.390054 -3.969676 -1.893946 0.023 0.020 -0.015 0.00
C 1.646853 -3.159416 -1.561373 0.083 -0.092 -0.010 0.00
C 1.616022 -2.731987 -0.106639 -0.115 0.000 0.070 0.02
C 1.811490 -2.048008 -2.570010 0.138 0.019 -0.135 -0.02
C 2.737114 -2.241553 -3.588364 0.046 0.042 0.000 -0.01
C 2.843388 -1.368637 -4.658359 0.015 0.024 0.054 0.01
C 1.947932 -0.313865 -4.735059 -0.014 0.014 0.003 -0.01
C 0.995937 -0.088952 -3.748756 0.183 -0.007 -0.121 0.01
C -0.097488 0.916810 -4.030768 0.074 0.001 -0.253 0.00
C -1.443805 0.201772 -4.121477 0.088 -0.055 -0.230 0.00
C -0.159520 2.114081 -3.097242 -0.064 0.007 0.303 0.03
C 0.978675 -0.912513 -2.604727 -0.181 -0.143 -0.002 0.04
O 0.073485 -0.686714 -1.650430 -0.140 0.067 -0.043 0.17
H 0.273580 -4.810162 -1.207730 0.002 -0.064 0.054 0.00
H 0.427753 -4.354641 -2.913342 0.013 -0.024 -0.042 0.00
H -0.488127 -3.330206 -1.803585 -0.071 0.056 0.008 0.00
H 2.520419 -3.810271 -1.695495 -0.068 -0.012 0.029 0.00
H 0.672076 -2.224589 0.106210 0.131 -0.177 -0.042 0.02
H 2.432682 -2.056553 0.145691 -0.199 -0.088 -0.059 -0.01
H 1.691979 -3.609721 0.540328 0.020 -0.032 0.046 0.00
H 3.387065 -3.108598 -3.531462 0.018 -0.015 -0.014 0.00
H 3.583152 -1.526626 -5.432068 0.024 -0.008 -0.035 0.00
H 1.959631 0.341978 -5.599273 0.012 0.010 -0.032 0.00
H 0.127364 1.314215 -5.031691 -0.069 -0.038 0.092 0.00
H -1.701038 -0.234575 -3.157548 0.012 -0.011 0.009 0.00
H -1.399815 -0.603388 -4.855761 0.045 -0.045 -0.067 0.00
H -2.232431 0.896191 -4.420178 0.258 -0.054 -0.130 0.00
H -0.337669 1.814106 -2.059511 0.019 0.020 -0.106 0.02
H -0.973625 2.779786 -3.394104 -0.032 0.085 -0.042 0.00
H 0.769384 2.677798 -3.139527 0.126 0.078 0.061 0.00
O -2.148677 0.363787 0.189989 0.225 -0.019 -0.015 0.12
P -3.603245 0.692517 0.255882 -0.238 -0.047 -0.027 0.01
C -3.797301 2.401919 0.854878 0.078 -0.089 0.079 0.00
C -2.856315 3.373944 0.110962 0.171 -0.053 0.026 0.01
C -3.267186 4.829680 0.348486 0.058 0.042 -0.001 0.00
C -3.767694 4.997840 1.777428 0.020 0.069 0.016 0.00
C -5.077791 4.222993 1.985831 -0.082 0.010 0.045 0.00
C -5.184264 3.009692 1.049728 -0.079 -0.063 -0.061 0.00
C -4.318039 0.307717 -1.404033 0.084 -0.091 0.055 0.00
C -5.808844 -0.007715 -1.588158 0.004 -0.081 -0.004 0.00
C -6.690950 1.209934 -1.834376 -0.030 0.020 0.079 0.00
C -6.154297 2.052738 -2.984159 -0.042 -0.010 -0.077 0.00
C -4.710254 2.459669 -2.727943 0.036 0.050 0.046 0.00
C -3.819649 1.240798 -2.514357 -0.248 0.062 0.049 0.00
C -4.589808 -0.356063 1.395021 -0.125 0.163 -0.113 0.00
C -4.431858 -1.853272 1.082497 -0.076 -0.038 0.004 0.00
C -3.093661 -2.408566 1.562251 0.058 -0.072 -0.066 0.00
C -2.910948 -2.162385 3.052846 -0.017 -0.096 0.079 0.00
C -3.017702 -0.676892 3.359777 0.039 0.019 0.098 0.00
C -4.354356 -0.124615 2.892540 -0.106 0.015 0.025 0.00
H -3.367874 2.279655 1.857697 0.031 -0.024 0.023 0.00
H -2.813484 3.162977 -0.955754 0.005 0.021 -0.043 0.00
H -1.844305 3.210377 0.482988 0.021 -0.005 0.010 -0.01
H -4.052499 5.134247 -0.352265 -0.025 -0.013 -0.015 0.00
H -2.411305 5.479351 0.156423 -0.008 0.005 -0.002 0.00
H -3.912027 6.051186 2.026820 0.005 -0.005 -0.010 0.00
H -2.997802 4.621101 2.455252 0.033 -0.020 0.028 0.00
H -5.934923 4.881861 1.818982 0.005 -0.015 -0.009 0.00
H -5.142995 3.885419 3.023188 0.003 -0.002 0.014 0.00
H -5.592685 3.322292 0.086530 0.004 0.001 0.000 0.00
H -5.890473 2.287371 1.466292 -0.010 -0.035 -0.013 0.00
H -3.772595 -0.637820 -1.542067 -0.013 0.061 0.019 0.00
H -6.196207 -0.596003 -0.756578 -0.014 -0.018 0.024 0.00
H -5.881986 -0.657085 -2.469096 0.008 0.011 -0.013 0.00
H -6.748188 1.818506 -0.928251 0.016 0.029 0.027 0.00
H -7.710787 0.880372 -2.048218 -0.011 -0.009 -0.004 0.00
H -6.783008 2.932206 -3.142777 -0.003 0.017 0.019 0.00
H -6.199474 1.462736 -3.906427 -0.014 -0.008 -0.030 0.00
H -4.673702 3.111628 -1.852796 -0.028 0.036 0.027 0.00
H -4.323837 3.049595 -3.562906 0.010 -0.003 -0.028 0.00
H -2.784685 1.526480 -2.323653 -0.067 0.008 0.009 0.00
H -3.799414 0.665891 -3.447154 -0.198 0.080 0.253 0.00
H -5.623535 -0.058003 1.175406 0.005 -0.025 0.003 0.00
H -4.572780 -2.056826 0.019923 0.023 0.013 -0.056 0.00
H -5.240617 -2.381055 1.605896 0.011 0.010 -0.024 0.00
H -2.282384 -1.921258 1.017470 0.035 -0.003 -0.027 0.00
H -3.044428 -3.477547 1.338849 0.000 -0.004 -0.002 0.00
H -1.947251 -2.546737 3.389124 0.025 0.017 -0.013 0.00
H -3.687214 -2.706504 3.606800 -0.014 -0.022 0.028 0.00
H -2.215765 -0.154018 2.845841 0.149 0.089 -0.058 -0.01
H -2.888377 -0.488510 4.427209 -0.006 -0.010 0.038 0.00
H -4.455918 0.929898 3.153591 0.027 0.074 -0.019 0.00
H -5.161017 -0.648838 3.422469 -0.003 0.024 0.010 0.00
O 4.022347 -1.840659 2.862645 -0.042 -0.130 0.097 0.00
C 4.046851 -1.201838 1.825552 0.081 0.062 -0.028 0.00
N 3.422975 -0.015602 1.592098 0.053 0.160 -0.031 0.00
S 3.764507 0.561380 0.159007 0.182 0.091 -0.113 0.00
O 2.566312 0.672196 -0.690780 -0.152 -0.175 0.178 0.09
O 4.569157 1.757901 0.143973 -0.052 0.015 0.118 0.01
C 4.728164 -0.797234 -0.430834 0.054 0.000 -0.007 0.00
C 5.324511 -1.012624 -1.653849 0.008 -0.126 -0.005 0.00
C 6.026082 -2.202129 -1.810718 -0.014 0.043 -0.101 0.00
C 6.114949 -3.123849 -0.771630 0.020 -0.051 0.008 0.00
C 5.506715 -2.880893 0.452671 -0.056 0.075 0.075 0.00
C 4.809559 -1.695896 0.607150 0.107 -0.040 0.074 0.00
H 5.223395 -0.303936 -2.460799 0.000 0.076 -0.088 0.00
H 6.496669 -2.423371 -2.760572 0.010 0.007 -0.010 0.00
H 6.663163 -4.044538 -0.927552 0.010 -0.019 0.003 0.00
H 5.558360 -3.584938 1.272209 0.007 -0.016 0.023 0.00
```
Positions in Å, forces in eV/Å.

---

[2]
DFT (ωB97M-V/def2-TZVPD) results for a cluster of 8 separate species, C33H51Cl14F5NO5P in total in a non-equilibrium geometry.

Values from the calculation:
SMILES: COCN1C(=O)c2cc(C(F)(F)C(F)(F)F)c(OC[C@@H](C)C(C)C)c(P(C)O)c2C1=O.ClCCCl.ClCCCl.ClCCCl.ClCCCl.ClCCCl.ClCCCl.ClCCCl
Gap between HOMO and LUMO: 0.2856 Eh

Structure (XYZ):
```
110
Properties=species:S:1:pos:R:3:forces:R:3:lowdin_charge:R:1
C -5.564084 4.025158 2.285914 0.236 0.315 0.375 -0.09
O -4.748458 4.034869 1.121873 0.175 -0.505 -0.146 -0.15
C -5.378962 3.464160 -0.003128 -1.244 0.402 0.428 -0.17
N -4.858458 2.153396 -0.363819 -0.460 -0.901 -0.326 0.05
C -3.998967 2.078577 -1.494506 1.216 0.472 -0.998 -0.33
O -4.313271 1.949799 -2.653784 -0.061 0.523 1.197 0.15
C -2.595504 2.141636 -0.923205 -2.627 -0.867 0.147 -0.09
C -1.444625 2.496522 -1.506779 0.628 0.564 -0.803 -0.03
C -0.314044 2.502274 -0.715177 0.722 0.635 -1.094 -0.07
C 0.978291 2.957387 -1.377498 0.112 -0.584 0.376 -0.38
F 0.815390 2.930713 -2.713075 -0.013 0.030 -0.327 0.10
F 1.295817 4.237474 -1.068182 -0.036 0.205 0.183 0.13
C 2.255630 2.094904 -1.072484 0.365 0.354 -0.594 -0.54
F 1.983385 0.810558 -0.898988 -0.154 -0.094 0.259 0.17
F 3.090215 2.182324 -2.125796 -0.087 0.000 -0.085 0.15
F 2.927201 2.569677 -0.035820 0.028 -0.135 0.230 0.17
C -0.397831 2.137525 0.599713 1.053 -0.261 1.448 -0.24
O 0.726315 2.175456 1.384801 -0.047 0.711 -0.034 -0.08
C 0.842040 3.495305 2.009773 0.232 -0.810 -0.211 -0.12
C 2.107064 3.586364 2.883143 -0.401 1.789 -0.488 -0.27
C 3.102228 4.547751 2.177480 0.082 -0.499 0.705 -0.10
C 1.744294 4.261543 4.221094 -0.459 -0.382 0.507 -0.39
C 1.246625 5.708258 4.054824 0.060 -0.282 -0.242 -0.07
C 0.683072 3.488793 5.025849 0.294 0.537 0.041 -0.08
C -1.579631 1.729269 1.198001 -1.503 -0.372 0.896 -0.18
P -1.620841 1.196786 2.972458 1.684 -0.680 0.785 0.97
C -2.624712 2.479321 3.864727 -0.353 -0.341 -0.961 -0.26
O -2.565766 -0.170924 3.027889 0.136 0.986 0.135 -0.33
C -2.693018 1.746042 0.399356 -0.543 -0.498 -0.020 -0.05
C -4.165165 1.432990 0.677101 0.377 0.388 0.438 -0.28
O -4.697595 0.741685 1.508673 0.412 1.035 -0.661 0.12
H -6.147420 4.946438 2.339998 -0.254 -0.107 -0.104 0.09
H -6.197199 3.140326 2.356217 -0.080 -0.005 -0.168 0.09
H -4.912405 4.022572 3.154798 0.173 -0.005 0.007 0.07
H -5.303404 4.165976 -0.833035 0.293 -0.282 -0.270 0.15
H -6.442790 3.369371 0.226234 -0.043 -0.061 -0.071 0.13
H -1.433301 2.793616 -2.541816 0.127 -0.017 -0.119 0.14
H -0.087087 3.693035 2.550862 0.044 -0.161 0.213 0.10
H 0.892785 4.224624 1.205279 -0.026 0.103 -0.042 0.11
H 2.563367 2.611186 3.026564 -0.163 -0.169 0.090 0.15
H 2.588212 5.375936 1.697566 -0.074 -0.074 -0.257 0.08
H 3.741479 4.010596 1.490449 0.002 0.217 -0.242 0.03
H 3.732996 5.000152 2.939213 0.254 -0.030 -0.060 0.04
H 2.638343 4.317865 4.845685 0.211 -0.152 -0.163 0.13
H 0.681148 5.988754 4.941187 0.176 0.241 0.123 0.08
H 0.562459 5.820289 3.210167 -0.057 -0.109 -0.036 0.08
H 2.073016 6.392071 3.881081 -0.034 0.185 0.140 0.07
H -0.296601 3.841473 4.710973 -0.250 -0.375 -0.087 0.05
H 0.769770 2.407468 4.944604 -0.096 -0.047 -0.082 0.08
H 0.762135 3.780248 6.074347 0.025 -0.121 0.085 0.08
H -2.566795 3.438190 3.351121 0.197 0.099 0.063 0.04
H -3.679156 2.193412 3.886805 0.245 0.174 0.063 -0.05
H -2.216959 2.544775 4.866689 -0.101 0.064 0.132 0.03
H -3.430823 0.116457 3.353591 -0.303 -0.324 -0.414 -0.06
Cl -0.634331 -3.280243 -2.166893 -0.028 -0.009 0.039 0.55
C -0.414238 -2.444365 -3.727097 0.020 -0.061 -0.161 -0.65
C 0.418256 -1.196126 -3.586210 0.090 0.002 -0.073 -0.62
Cl -0.429766 0.078974 -2.674161 -0.019 -0.463 -0.222 0.72
H -1.399425 -2.224439 -4.130640 -0.024 0.031 0.088 0.07
H 0.083048 -3.145130 -4.396184 0.047 0.008 0.034 0.07
H 0.638893 -0.788679 -4.571787 -0.065 -0.013 -0.012 0.08
H 1.359443 -1.398770 -3.079804 -0.050 0.001 0.074 0.07
Cl -0.207076 -9.752548 -1.994016 0.067 -0.048 0.071 0.57
C 0.367508 -8.145513 -1.476711 0.008 0.127 0.084 -0.65
C 0.245950 -7.125818 -2.579266 -0.054 0.140 0.056 -0.67
Cl 1.384181 -7.442525 -3.915988 -0.015 -0.026 -0.035 0.53
H 1.394848 -8.248888 -1.137022 0.015 -0.059 -0.083 0.07
H -0.246268 -7.844916 -0.629372 -0.059 0.002 -0.048 0.07
H 0.478868 -6.134857 -2.193244 0.028 -0.022 0.026 0.04
H -0.759335 -7.103796 -2.993112 0.020 -0.060 -0.040 0.07
Cl 6.780814 6.970127 1.424397 -0.013 0.015 0.049 0.53
C 7.990636 5.668195 1.615736 0.146 0.242 -0.101 -0.69
C 7.383621 4.308807 1.414101 0.005 -0.072 -0.098 -0.66
Cl 6.252228 3.878136 2.725281 0.249 -0.087 0.057 0.59
H 8.433628 5.766006 2.604465 -0.087 0.002 0.024 0.07
H 8.770726 5.843951 0.869513 -0.478 -0.030 0.369 -0.04
H 8.164776 3.556765 1.408324 0.125 -0.053 0.023 0.02
H 6.842674 4.249415 0.471934 -0.062 0.048 0.048 0.07
Cl 10.441688 5.123374 -0.503293 0.386 -0.333 -0.255 0.62
C 11.773361 3.927166 -0.454959 0.179 0.058 -0.058 -0.63
C 11.318650 2.512257 -0.709362 0.009 0.008 -0.112 -0.65
Cl 10.341657 1.851087 0.624203 -0.056 0.032 0.040 0.57
H 12.266123 4.019547 0.509438 -0.090 0.007 0.037 0.07
H 12.477138 4.222264 -1.231432 -0.026 -0.017 -0.026 0.07
H 12.189441 1.865909 -0.805276 0.036 0.051 0.024 0.07
H 10.733714 2.439601 -1.622838 -0.060 0.032 0.041 0.07
Cl -4.415017 -1.341902 7.305357 -0.005 0.030 0.014 0.55
C -5.780321 -1.611945 6.193635 -0.054 -0.042 0.031 -0.66
C -5.465685 -1.165220 4.789660 -0.094 -0.177 -0.111 -0.61
Cl -5.321774 0.613130 4.668505 -0.271 -0.211 0.238 0.64
H -6.646629 -1.090213 6.592808 0.042 0.053 0.005 0.07
H -5.988474 -2.680520 6.197331 0.043 -0.007 -0.049 0.07
H -6.268223 -1.463264 4.117191 -0.034 0.054 0.025 0.08
H -4.536699 -1.601711 4.428768 0.049 0.072 0.055 0.07
Cl -3.500394 -13.252217 -4.668342 -0.022 0.000 -0.024 0.54
C -1.972049 -12.537494 -5.243102 0.072 -0.029 -0.049 -0.66
C -1.800823 -11.113057 -4.782671 0.161 -0.042 0.014 -0.69
Cl -2.958206 -10.004150 -5.564200 -0.022 -0.011 -0.004 0.57
H -1.954734 -12.610360 -6.327728 -0.072 0.023 0.003 0.07
H -1.164803 -13.148926 -4.843132 -0.003 0.038 0.054 0.07
H -0.804005 -10.758706 -5.040218 -0.008 -0.009 -0.026 0.07
H -1.928198 -11.021902 -3.708822 -0.114 -0.006 -0.017 0.02
Cl -3.848032 -5.579384 -6.051063 0.010 0.002 0.039 0.53
C -4.582452 -7.026335 -6.790277 0.041 -0.080 -0.081 -0.69
C -5.998992 -6.778041 -7.240815 -0.024 -0.038 -0.107 -0.67
Cl -7.111652 -6.546934 -5.868292 -0.003 0.030 0.003 0.54
H -4.531623 -7.834138 -6.066130 -0.045 0.071 0.076 0.01
H -3.965181 -7.292417 -7.646995 -0.024 0.035 -0.022 0.07
H -6.360137 -7.639471 -7.800499 0.032 -0.036 0.043 0.07
H -6.065734 -5.900211 -7.878702 0.007 0.045 0.070 0.07
```
Positions in Å, forces in eV/Å.

---

[3]
DFT (ωB97M-V/def2-TZVPD) results for a structure of composition C4H7NO2 in a non-equilibrium geometry.

Values from the calculation:
Gap between HOMO and LUMO: 0.3724 Eh
Energy above the lowest of the compared OMol25 structures with the same formula, charge and spin: 631.4 kJ/mol

Structure (XYZ):
```
14
Properties=species:S:1:pos:R:3:forces:R:3:nbo_charge:R:1
O 2.214879 1.336057 0.337413 0.333 0.393 -0.040 -0.55
N 1.984625 0.096194 -0.233502 -0.521 -0.496 -0.055 -0.13
C 0.746976 -0.087179 -0.409075 0.541 0.595 -0.096 0.20
C -0.017295 -1.364212 -0.745453 -0.479 0.142 0.235 -0.43
C -1.003456 -0.665182 0.300197 -2.530 0.086 0.875 -0.31
C -0.565740 0.689612 -0.125224 0.293 -0.817 -0.133 0.01
O -1.025990 1.530692 0.868093 -1.795 -0.550 0.751 -0.67
H 3.177741 1.401170 0.327093 -0.124 0.024 0.046 0.48
H 0.465917 -2.309708 -0.470699 -0.293 0.370 0.043 0.24
H -0.377337 -1.400552 -1.779901 0.035 0.086 0.279 0.23
H -0.591862 -0.893354 1.287409 0.125 0.225 -0.146 0.21
H -2.245962 -0.285959 0.755328 1.857 -2.838 -2.025 0.11
H -0.918133 0.961312 -1.142064 -0.136 -0.097 0.395 0.17
H -1.912132 0.925792 1.099234 2.695 2.878 -0.128 0.43
```
Positions in Å, forces in eV/Å.